1.
One molecule with the formula C5H10O2. Source: the Open Molecules 2025 dataset; level of theory: wB97M-V/def2-TZVPD.

For the frontier orbital gap, the calculation gives 8.573 eV. The calculation puts the energy above the lowest of the compared OMol25 structures with the same formula, charge and spin at 109.4 kcal per mole. Its max |F| is 0.449 eV Å⁻¹.

Structure (XYZ):
```
17
Properties=species:S:1:pos:R:3:forces:R:3:lowdin_charge:R:1
C 1.524072 0.556831 1.737792 0.008 -0.068 -0.066 -0.16
C 0.200826 0.213777 1.207705 0.138 -0.202 0.377 -0.02
O 0.543124 0.825489 -0.991426 0.017 0.033 -0.350 0.00
C -0.019666 -0.977469 0.323828 0.006 0.041 0.091 -0.16
C -0.488142 -0.177796 -0.917568 -0.178 0.188 0.215 -0.66
C -1.825036 0.510262 -0.702198 -0.010 0.022 -0.024 -0.01
O -0.578687 -0.880917 -2.117054 0.212 -0.245 0.023 0.03
H 2.453441 0.098127 1.354414 -0.214 -0.091 -0.082 0.07
H 1.632031 1.646617 1.803686 0.015 -0.236 0.050 0.08
H 1.374196 0.229592 2.781533 0.143 -0.002 0.037 0.10
H 1.391718 0.349682 -0.970392 -0.223 0.309 -0.043 0.10
H 0.834345 -1.627228 0.029405 0.003 0.250 0.146 0.12
H -0.813476 -1.613564 0.733226 0.045 0.127 -0.158 0.13
H -2.633937 -0.217731 -0.815452 0.177 0.065 -0.043 0.09
H -1.845486 0.929004 0.303856 -0.059 -0.006 -0.217 0.07
H -1.952385 1.304363 -1.440667 0.038 -0.120 0.010 0.09
H 0.298042 -1.203070 -2.362919 -0.118 -0.065 0.032 0.10
```
Forces are in eV/Å.


2.
One molecule with the formula C3H6N2O. Source: the Open Molecules 2025 dataset; level of theory: wB97M-V/def2-TZVPD.

For the frontier orbital gap, the calculation gives 8.896 eV. The calculation puts the energy above the lowest of the compared OMol25 structures with the same formula, charge and spin at 92.5 kcal per mole. Its max |F| is 0.527 eV Å⁻¹.

Structure (XYZ):
```
12
Properties=species:S:1:pos:R:3:forces:R:3:lowdin_charge:R:1
C 1.415172 -0.495848 0.276594 0.057 -0.049 0.093 -0.07
N 0.475835 0.050497 -0.715451 0.112 0.108 -0.133 -0.06
C -1.002976 -0.013770 -0.402846 -0.123 -0.215 -0.279 -0.49
N -1.551105 -0.755321 -1.247758 0.098 0.273 0.353 0.10
C -1.518317 0.756102 0.754799 0.083 0.214 0.257 -0.21
O -0.815198 1.452453 1.455289 -0.297 -0.286 -0.329 0.04
H 1.022322 -1.455357 0.622844 0.074 0.122 -0.053 0.10
H 1.510797 0.185104 1.125263 0.011 -0.129 -0.109 0.08
H 2.389110 -0.655937 -0.191826 -0.132 0.034 0.082 0.08
H 0.775999 0.970462 -1.042918 -0.054 -0.136 0.061 0.14
H -0.096307 -0.680655 -1.554474 0.052 0.034 0.043 0.17
H -2.605329 0.642266 0.920484 0.118 0.030 0.015 0.12
```
Forces are in eV/Å.